Entry 1:
# C27H22CdCl2IN3OS4

A structure of composition C27H22CdCl2IN3OS4 (ωB97M-V/def2-TZVPD, the Open Molecules 2025 dataset).

Structure (XYZ):
```
61
Properties=species:S:1:pos:R:3:nbo_charge:R:1
Cd -0.83920 0.91864 0.83217 1.495
S -0.43556 3.48998 0.89748 -0.501
C 0.79591 3.84241 -0.30297 -0.181
C 0.46455 4.49611 -1.49288 -0.227
C 1.41732 4.80839 -2.44912 -0.237
C 2.74924 4.48540 -2.22839 -0.253
C 3.10646 3.84734 -1.04934 -0.267
C 2.14847 3.51018 -0.10074 -0.096
S 2.53453 2.68809 1.41574 0.309
C 4.06085 1.78940 1.02058 -0.581
C 3.85880 0.64706 0.06081 0.211
C 4.44441 0.60461 -1.20088 -0.222
C 4.26797 -0.53783 -1.96372 -0.197
C 3.47986 -1.56703 -1.47219 -0.309
C 2.86897 -1.40761 -0.22705 0.242
C 1.90235 -2.41429 0.32473 -0.576
S 0.19307 -1.96323 -0.18210 0.230
C -0.71197 -2.50843 1.24293 -0.118
C -1.56193 -3.59934 1.07984 -0.236
C -2.34631 -4.05461 2.12543 -0.246
C -2.26806 -3.40871 3.35313 -0.213
C -1.43187 -2.31925 3.51636 -0.244
C -0.63918 -1.82033 2.47122 -0.195
S 0.34833 -0.39106 2.73319 -0.505
N 3.10022 -0.33805 0.52556 -0.404
H -0.57866 4.73662 -1.65930 0.212
H 1.11816 5.29723 -3.36960 0.193
H 3.50763 4.72770 -2.96420 0.189
H 4.14846 3.61298 -0.87226 0.189
H 4.32360 1.36063 1.98918 0.245
H 4.87607 2.44604 0.71238 0.197
H 5.03161 1.43760 -1.56450 0.200
H 4.72968 -0.61968 -2.94134 0.201
H 3.31563 -2.47403 -2.04332 0.209
H 1.93378 -2.36977 1.41191 0.265
H 2.12978 -3.42061 -0.03174 0.196
H -1.62472 -4.06325 0.10371 0.215
H -3.03130 -4.87988 1.97363 0.195
H -2.89294 -3.73169 4.17854 0.192
H -1.40771 -1.78640 4.45895 0.211
N 0.86308 -0.32709 -3.20247 -0.836
C 0.31103 0.60441 -2.37554 0.669
O 0.96830 1.18735 -1.52863 -0.636
C -1.16103 0.90174 -2.50887 -0.647
I -2.01887 0.58700 -4.45038 -0.008
H 1.74362 -0.69672 -2.87923 0.400
H 0.24178 -0.96334 -3.67493 0.395
H -1.32972 1.94749 -2.27101 0.251
H -1.75074 0.27182 -1.80206 0.357
Cl -3.95993 -2.31837 -1.37354 -0.084
C -4.31985 -1.60863 0.19520 -0.111
C -5.40516 -2.09390 0.87566 -0.236
C -5.75827 -1.57645 2.12534 -0.377
C -4.97719 -0.53764 2.62924 -0.260
C -3.88606 -0.05938 1.94376 -0.043
Cl -3.04825 1.31347 2.69003 -0.092
C -3.40978 -0.55674 0.65143 0.087
N -2.37412 -0.20854 -0.04094 -1.189
H -5.98223 -2.89537 0.42738 0.195
H -6.61001 -1.95692 2.67384 0.184
H -5.22292 -0.08553 3.58386 0.196
```

Properties
Highest occupied orbital energy   -0.393 eV
Kohn-Sham gap   4.26 eV
Energy relative to the best compared isomer or geometry (same formula, charge and spin)   0.00 kcal per mole
Charge   -2



Entry 2:
# C27H22Cl5NO4PS3Tb

A structure of composition C27H22Cl5NO4PS3Tb (ωB97M-V/def2-TZVPD, the Open Molecules 2025 dataset).

Structure (XYZ):
```
64
Properties=species:S:1:pos:R:3:lowdin_charge:R:1
Tb -1.17068 1.24563 -0.66945 1.196
O -3.04077 -0.92432 -0.77555 -0.101
N -1.77071 -1.46355 -0.67908 -0.089
C -1.57531 -2.61222 -1.18558 -0.085
C -0.27944 -3.24228 -1.25797 -0.200
C -0.24062 -4.60981 -1.54903 -0.031
C 0.95772 -5.26182 -1.74947 -0.066
C 2.14330 -4.54331 -1.69157 -0.053
C 2.11601 -3.19474 -1.39031 -0.080
C 0.92187 -2.52277 -1.15423 -0.251
P 0.94760 -0.74401 -0.68790 1.015
C 2.55165 -0.19242 -1.33620 -0.394
C 3.38203 0.61021 -0.56023 -0.092
C 4.46334 1.24803 -1.13863 -0.068
C 4.71660 1.10529 -2.49387 -0.073
C 3.88898 0.31009 -3.26976 -0.066
C 2.80744 -0.33476 -2.69832 -0.124
C 1.29710 -1.08059 1.08968 -0.337
C 2.46470 -1.66326 1.56983 -0.081
C 2.62863 -1.86868 2.92790 -0.069
C 1.62939 -1.50031 3.81438 -0.077
C 0.46024 -0.92505 3.34364 -0.086
C 0.29850 -0.71580 1.98591 -0.136
H -3.62691 -1.51883 -1.29444 0.126
H -2.39968 -3.16656 -1.64845 0.145
H -1.17467 -5.15099 -1.59870 0.113
H 0.97200 -6.31752 -1.97085 0.107
H 3.08787 -5.03490 -1.87514 0.110
H 3.04095 -2.64071 -1.35453 0.101
H 3.15252 0.75916 0.48648 0.105
H 5.10067 1.87827 -0.53526 0.105
H 5.54713 1.62788 -2.94779 0.104
H 4.07583 0.21070 -4.32881 0.108
H 2.13454 -0.92640 -3.30573 0.092
H 3.24652 -1.95218 0.88417 0.105
H 3.54270 -2.31179 3.29647 0.106
H 1.76348 -1.66460 4.87208 0.104
H -0.31634 -0.62989 4.03238 0.104
H -0.62206 -0.26756 1.59586 0.038
Cl -3.70262 1.72062 -2.39238 0.719
C -4.33351 1.79796 -0.77540 -0.706
C -3.37183 1.70953 0.24450 -0.336
C -3.92118 1.58772 1.51964 -0.709
Cl -2.77118 1.34658 2.78741 0.714
C -5.28189 1.57026 1.80544 -0.709
Cl -5.85775 1.30422 3.40644 0.678
C -6.18102 1.74547 0.75434 -0.710
Cl -7.86711 1.77622 1.06265 0.688
C -5.70413 1.86274 -0.55245 -0.714
Cl -6.80171 2.05827 -1.85444 0.693
O -1.04146 3.01440 -2.08669 -0.538
S 0.20158 2.30881 -2.51978 0.067
O 0.82943 1.95691 -1.19611 -0.648
O 1.04936 3.00031 -3.43653 -0.303
S -0.47309 0.54445 -3.20151 0.332
C 0.41452 2.65944 3.39526 -0.368
S 0.40650 2.80676 1.56863 0.753
C -0.82981 4.14069 1.40613 -0.369
H 0.66335 3.62744 3.81521 0.039
H 1.19089 1.94571 3.64630 0.026
H -0.54357 2.30838 3.76256 -0.014
H -1.74403 3.84716 1.91878 0.016
H -1.02013 4.28595 0.34057 0.030
H -0.43175 5.06041 1.82947 0.043
```

Properties
Highest occupied orbital energy (alpha / beta)   -8.428 / -8.437 eV
Kohn-Sham gap (alpha / beta)   7.87 / 7.88 eV
Spin multiplicity   7
Charge   0



Entry 3:
# C27H22ClIrN2O5S

A structure of composition C27H22ClIrN2O5S (ωB97M-V/def2-TZVPD, the Open Molecules 2025 dataset).

Structure (XYZ):
```
59
Properties=species:S:1:pos:R:3:nbo_charge:R:1
Ir -0.96512 0.31876 -0.83541 1.140
O -0.67858 -4.49928 2.58620 -0.664
C -0.95754 -3.46002 3.35157 0.778
O -1.07165 -3.53139 4.54661 -0.565
C -1.09218 -2.13484 2.67435 -0.245
C -1.31895 -0.96287 3.36042 0.049
N -1.32042 0.03320 2.45768 -0.300
N -1.10689 -0.42554 1.22548 -0.317
C -0.97888 -1.73774 1.33074 0.059
C -0.71468 -2.47824 0.05142 0.780
O -0.56437 -3.69044 0.06247 -0.621
O -0.67060 -1.73286 -1.00125 -0.739
H -0.61699 -4.26068 1.63090 0.512
H -1.46593 -0.79946 4.41659 0.262
H -1.47360 1.01758 2.60122 0.433
C -1.36724 2.12005 -0.40796 -0.134
C -1.62046 3.29446 -0.12596 -0.034
C -1.93104 4.63708 0.18494 -0.077
C -1.35700 5.26210 1.30696 -0.161
C -1.67175 6.57205 1.60668 -0.214
C -2.55279 7.27802 0.79309 -0.142
C -3.12262 6.67579 -0.32380 -0.202
C -2.81841 5.36437 -0.62985 -0.160
H -0.66505 4.70598 1.92602 0.220
H -1.23098 7.05090 2.47152 0.232
H -2.79489 8.30600 1.03025 0.231
H -3.80357 7.23459 -0.95279 0.232
H -3.25373 4.88566 -1.49734 0.224
C 3.44688 0.96709 0.21111 -0.786
S 1.87895 0.25135 0.66988 1.255
O 1.03361 0.71474 -0.55145 -0.902
C 2.24652 -1.46834 0.51324 -0.332
C 2.27777 -2.21003 1.68954 -0.206
C 2.57482 -3.56475 1.62119 -0.190
C 2.81093 -4.15200 0.38656 -0.153
C 2.76199 -3.39828 -0.78245 -0.200
C 2.48518 -2.04453 -0.72649 -0.137
H 3.72958 0.58857 -0.77122 0.254
H 4.18208 0.68355 0.96686 0.258
H 3.31456 2.04847 0.19253 0.257
H 2.07119 -1.73623 2.64368 0.233
H 2.59742 -4.15962 2.52428 0.241
H 3.01935 -5.21290 0.32941 0.236
H 2.93076 -3.87317 -1.73942 0.235
H 2.42061 -1.45097 -1.62973 0.228
Cl -1.57147 -2.33360 -3.87358 0.072
C -2.68788 -1.34028 -3.02536 0.031
C -3.93047 -1.84686 -2.73842 -0.230
C -4.90173 -1.03403 -2.14392 -0.125
C -4.63834 0.28801 -1.86563 -0.243
C -3.37956 0.80554 -2.15323 -0.130
C -2.35075 0.00846 -2.71251 -0.160
C -0.99054 0.55283 -2.86156 -0.512
H -4.15569 -2.87279 -2.99650 0.248
H -5.87868 -1.45109 -1.93021 0.235
H -5.40311 0.92706 -1.44469 0.235
H -3.18246 1.85468 -1.99762 0.240
H -0.90766 1.58431 -3.18309 0.231
H -0.29876 -0.09552 -3.38509 0.240
```

Properties
Highest occupied orbital energy (alpha / beta)   -11.586 / -11.726 eV
Kohn-Sham gap (alpha / beta)   7.68 / 6.00 eV
Spin multiplicity   2
Energy relative to the best compared isomer or geometry (same formula, charge and spin)   11.66 kcal per mole
Charge   +1



Entry 4:
# C27H22N11P2SZr

A structure of composition C27H22N11P2SZr (ωB97M-V/def2-TZVPD, the Open Molecules 2025 dataset).

Structure (XYZ):
```
64
Properties=species:S:1:pos:R:3:nbo_charge:R:1
Zr 0.86125 1.04158 1.37983 1.973
N 3.49739 0.68695 3.73977 -0.573
C 2.17592 0.44258 3.96494 0.491
N 1.42861 0.82168 5.00200 -0.270
N 0.17744 0.56554 4.63598 0.028
N 0.14876 0.00891 3.45085 -0.210
N 1.43354 -0.14126 3.02703 -0.505
C 3.87060 1.05035 2.45177 0.493
N 5.09111 1.23803 2.05696 -0.316
N 4.96584 1.63150 0.75068 -0.012
N 3.75258 1.66242 0.38930 -0.095
N 2.96735 1.29968 1.47133 -0.616
H 4.08713 0.97183 4.50603 0.450
N 0.16844 -1.27077 -1.07767 -1.246
P 1.42359 -0.06515 -1.35310 1.085
C 1.50373 -0.10348 -3.16880 -0.272
C 0.72333 -0.94217 -3.95340 -0.228
C 0.84720 -0.89096 -5.33789 -0.197
C 1.73823 -0.01095 -5.93116 -0.183
C 2.52220 0.82277 -5.14165 -0.178
C 2.41279 0.77196 -3.76317 -0.231
C 0.38171 1.47916 -1.16503 -0.489
C 0.99597 2.69148 -0.78760 -0.238
C 0.26907 3.87598 -0.79734 -0.173
C -1.06564 3.87030 -1.16509 -0.154
C -1.68047 2.68170 -1.54970 -0.171
C -0.96586 1.49777 -1.55466 -0.167
P -0.37257 -1.23484 0.53360 1.052
C -2.07466 -0.62184 0.48798 -0.302
C -3.02887 -1.18676 -0.35739 -0.219
C -4.29249 -0.63021 -0.43722 -0.183
C -4.61852 0.48743 0.33147 -0.180
C -3.68378 1.04481 1.18900 -0.192
C -2.41518 0.48177 1.26445 -0.215
C -0.50538 -2.91111 1.15067 -0.312
C -0.97657 -3.06920 2.45583 -0.194
C -1.14557 -4.34218 2.97235 -0.191
C -0.84557 -5.45517 2.19591 -0.172
C -0.37091 -5.29787 0.90372 -0.185
C -0.19186 -4.02513 0.37872 -0.219
H 0.43640 -2.18332 -1.42576 0.424
H 0.00383 -1.61873 -3.51351 0.216
H 0.24006 -1.54429 -5.95033 0.228
H 1.82829 0.02445 -7.00880 0.231
H 3.22745 1.50395 -5.59869 0.231
H 3.04464 1.40863 -3.15206 0.229
H 2.06496 2.71547 -0.58328 0.282
H 0.75622 4.79904 -0.51249 0.244
H -1.62835 4.79451 -1.16149 0.240
H -2.71870 2.68093 -1.85551 0.238
H -1.43300 0.57874 -1.88202 0.245
H -2.77931 -2.05270 -0.96058 0.225
H -5.03210 -1.06943 -1.09385 0.231
H -5.61245 0.91138 0.26656 0.233
H -3.93314 1.90049 1.80240 0.237
H -1.70840 0.89997 1.98124 0.212
H -1.21448 -2.20506 3.06412 0.239
H -1.51021 -4.46907 3.98290 0.234
H -0.97926 -6.44895 2.60243 0.233
H -0.13455 -6.16531 0.30243 0.231
H 0.18905 -3.93550 -0.63061 0.202
S -1.82498 4.33316 3.27372 0.117
C -0.68027 3.44370 2.69865 0.233
N 0.18845 2.77076 2.20523 -0.914
```

Properties
Highest occupied orbital energy   -11.956 eV
Kohn-Sham gap   7.34 eV
Energy relative to the best compared isomer or geometry (same formula, charge and spin)   12.74 kcal per mole
Charge   +1



Entry 5:
# C27H22NO2PdSSbSe

A structure of composition C27H22NO2PdSSbSe (ωB97M-V/def2-TZVPD, the Open Molecules 2025 dataset).

Structure (XYZ):
```
56
Properties=species:S:1:pos:R:3:nbo_charge:R:1
Pd -0.28593 1.42159 0.83875 1.093
C 1.29608 5.28091 2.14830 -0.704
C 1.26003 3.95596 1.42262 0.611
O 0.16509 3.36937 1.48904 -0.616
C 2.43853 3.48499 0.72644 -0.262
C 3.53632 4.36897 0.60717 -0.135
C 4.69519 4.02586 -0.03335 -0.291
C 4.80565 2.73955 -0.58310 -0.148
C 3.77781 1.84688 -0.48410 -0.291
C 2.55763 2.17479 0.17026 0.425
O 1.67016 1.24022 0.23352 -0.740
H 0.35714 5.40246 2.67994 0.243
H 1.42520 6.10458 1.44606 0.231
H 2.12420 5.29990 2.85540 0.242
H 3.45857 5.35833 1.03375 0.208
H 5.51158 4.72966 -0.10879 0.213
H 5.71854 2.44702 -1.08791 0.210
H 3.85780 0.84784 -0.89122 0.214
S -2.63265 1.24386 0.13726 -0.677
Sb -1.66475 -0.77539 -0.37911 1.650
C -1.16943 -0.83061 -2.42026 -0.301
C -2.23771 -0.54843 -3.26950 -0.240
C -2.05116 -0.52422 -4.64147 -0.208
C -0.79290 -0.76830 -5.17297 -0.176
C 0.27666 -1.02656 -4.33084 -0.208
C 0.09150 -1.05645 -2.95626 -0.236
C -3.18143 -2.22846 -0.18825 -0.405
C -3.40662 -3.17117 -1.18241 -0.161
C -4.41733 -4.10950 -1.03187 -0.225
C -5.19997 -4.10766 0.11299 -0.192
C -4.97850 -3.16386 1.10524 -0.204
C -3.97493 -2.22032 0.95336 -0.206
C -0.17313 -1.46720 0.94903 -0.354
C 0.98168 -1.98675 0.51788 -0.166
C 2.04279 -2.39243 1.43067 -0.264
C 1.97086 -2.13104 2.73547 -0.078
C 0.81822 -1.40939 3.33446 -0.346
C -0.38942 -1.13369 2.41213 -0.121
H -3.22184 -0.33554 -2.86573 0.229
H -2.88552 -0.30637 -5.29382 0.223
H -0.64412 -0.74467 -6.24418 0.219
H 1.26300 -1.19605 -4.74030 0.222
H 0.94930 -1.22216 -2.31850 0.219
H -2.79947 -3.18653 -2.08001 0.211
H -4.59287 -4.84036 -1.80963 0.219
H -5.98838 -4.83889 0.23080 0.219
H -5.59463 -3.15582 1.99420 0.221
H -3.83386 -1.46099 1.71502 0.227
H 1.17162 -2.12224 -0.53976 0.207
H 2.90695 -2.89156 1.01478 0.220
H 2.78483 -2.40285 3.39534 0.224
H 0.55931 -1.79313 4.32020 0.240
H -1.36745 -1.47552 2.76647 0.200
Se 2.20610 1.24441 3.94513 -0.186
C 0.96243 0.12156 3.31441 0.094
N -0.15678 0.31538 2.61724 -0.591
```

Properties
Highest occupied orbital energy (alpha / beta)   -7.128 / -7.100 eV
Kohn-Sham gap (alpha / beta)   7.00 / 5.56 eV
Spin multiplicity   3
Charge   0



Entry 6:
# C27H23BBrCuN4O4

A structure of composition C27H23BBrCuN4O4 (ωB97M-V/def2-TZVPD, the Open Molecules 2025 dataset).

Structure (XYZ):
```
61
Properties=species:S:1:pos:R:3:nbo_charge:R:1
Cu -0.48606 1.60301 0.22774 0.545
O 2.30340 8.46278 0.09222 -0.380
N 3.16296 7.60647 0.06067 0.538
O 4.35238 7.83850 0.03053 -0.368
C 2.73301 6.17067 0.09814 0.016
C 3.73629 5.27036 0.03326 -0.118
C 3.45748 3.86724 0.06036 -0.140
C 4.46139 2.88299 -0.00118 -0.118
C 4.09516 1.56326 0.03227 -0.251
C 2.72941 1.24049 0.13132 0.098
N 1.78537 2.15226 0.19636 -0.462
C 2.13271 3.44433 0.15371 0.256
C 1.05723 4.41965 0.21002 0.133
N -0.19492 3.91857 0.27929 -0.449
C -1.20277 4.75772 0.35434 0.077
C -1.03314 6.14614 0.35675 -0.246
C 0.22904 6.67062 0.27157 -0.152
C 1.33524 5.79822 0.19279 -0.033
H 4.75716 5.61330 -0.03698 0.255
H 5.50135 3.17581 -0.07552 0.223
H 4.83107 0.77302 -0.01551 0.230
H 2.38758 0.21011 0.15193 0.238
H -2.18780 4.31255 0.41791 0.217
H -1.89482 6.79537 0.42228 0.229
H 0.37746 7.73669 0.26599 0.259
Br -7.20697 0.42761 0.31417 0.082
C -5.43064 1.05736 0.35465 -0.050
C -4.84906 1.56611 -0.79338 -0.282
C -3.53818 2.00276 -0.70852 0.052
N -2.81059 1.96030 0.40757 -0.481
C -3.39463 1.46161 1.49557 0.067
C -4.70032 1.00075 1.52713 -0.269
H -5.38907 1.61507 -1.72762 0.236
H -3.03797 2.38713 -1.59147 0.202
H -2.77553 1.39820 2.38334 0.208
H -5.12023 0.59782 2.43707 0.235
C 0.45105 -7.20001 0.70416 -0.594
C 0.49131 -6.33588 -0.56393 -0.076
C -0.31770 -7.02831 -1.66890 -0.594
C 1.94476 -6.24174 -1.02612 -0.605
C -0.11295 -4.96007 -0.26934 -0.016
C -1.43561 -4.87749 0.17722 -0.224
C -2.05817 -3.66459 0.46314 -0.266
C -1.31128 -2.52083 0.28765 0.278
O -1.66595 -1.21628 0.48363 -0.707
B -0.54140 -0.40815 0.14314 0.430
O 0.49835 -1.31669 -0.25423 -0.699
C -0.00477 -2.58255 -0.15618 0.228
C 0.61771 -3.78017 -0.44012 -0.261
H 0.88198 -8.18452 0.50464 0.202
H -0.57043 -7.34734 1.05574 0.207
H 1.01876 -6.73445 1.51190 0.211
H 0.10576 -8.01219 -1.88679 0.202
H -0.30854 -6.43932 -2.58782 0.211
H -1.35772 -7.16923 -1.37287 0.207
H 2.33299 -7.24445 -1.21557 0.209
H 2.58004 -5.77726 -0.26929 0.209
H 2.03965 -5.66989 -1.95129 0.209
H -2.00780 -5.78783 0.30561 0.204
H -3.08362 -3.62072 0.80542 0.218
H 1.64057 -3.78487 -0.78860 0.219
```

Properties
Highest occupied orbital energy   -6.570 eV
Kohn-Sham gap   5.31 eV
Energy relative to the best compared isomer or geometry (same formula, charge and spin)   10.33 kcal per mole
Charge   0



Going through the records in order, we get total energy values of -4260.26763 -6059.14578 -2490.22143 -2772.18760 -4414.91409 -5802.01721 Ha.